No. 1
ORCA calculation (ωB97M-V with the def2-TZVPD basis set) on a molecular structure, C34H45CaCl8F4N4O4Si at a distorted geometry.

Summary:
Net charge ... -1
HOMO-LUMO gap ... 1.35 eV
M ... 1001.5 g mol⁻¹
Multiplicity ... 1

Last column: Löwdin charge in e.
Element x y z (Å)
C -2.83 0.46 4.37  -0.15
C -2.90 1.24 3.07  -0.69
Cl -4.25 2.40 3.02  0.67
C -2.02 1.13 2.05  -0.54
Cl -2.36 2.33 0.77  0.79
C -0.77 0.19 2.04  -0.30
C 0.06 0.87 3.20  -0.17
C 1.53 1.25 2.91  -0.23
C 2.00 2.12 4.12  -0.12
C 3.52 2.13 4.30  -0.19
C 3.98 2.49 5.57  0.03
C 5.36 2.56 5.90  -0.08
C 6.30 2.26 4.97  -0.25
C 5.85 1.91 3.60  -0.13
C 4.46 1.86 3.29  -0.18
C 0.07 0.14 0.65  -0.15
C 0.39 1.47 -0.11  -0.14
C -0.24 1.88 -1.44  -0.25
O -0.51 3.28 -1.39  -0.15
C -0.59 3.78 -2.70  -0.11
C -1.26 5.16 -2.72  -0.60
F -2.44 5.16 -2.06  0.14
F -0.47 6.07 -2.21  0.12
F -1.52 5.48 -4.03  0.10
C -0.17 -1.24 -0.12  -0.31
N 0.95 -2.22 0.02  0.05
C -0.19 -1.20 -1.66  -0.49
Cl -1.62 -1.78 -2.79  0.36
C 0.83 -0.80 -2.38  -0.62
C 2.19 -0.34 -1.91  -0.11
Cl 0.78 -0.80 -4.29  0.34
N -1.25 -1.99 0.72  -0.14
C -1.22 -3.48 0.89  -0.22
C -1.02 -4.44 -0.30  -0.21
N 0.05 -5.11 -0.42  0.11
Si -3.09 -1.77 0.28  0.57
C -3.43 -0.17 -0.68  -0.21
C -4.34 -1.74 1.68  -0.18
C -3.89 -3.06 -0.84  -0.21
C -0.95 -1.39 2.07  -0.78
Cl 0.73 -1.88 2.80  0.72
Cl -1.78 -2.23 3.47  0.73
H -3.28 1.05 5.21  0.07
H -3.48 -0.43 4.29  0.04
H -1.87 0.11 4.73  0.05
H 0.06 0.32 4.14  0.10
H -0.38 1.84 3.49  0.13
H 1.70 1.89 2.03  0.11
H 2.17 0.37 2.93  0.01
H 1.44 1.89 5.04  0.13
H 1.72 3.15 3.85  0.14
H 3.23 2.74 6.32  0.14
H 5.66 2.83 6.91  0.11
H 7.35 2.29 5.25  0.07
H 6.61 1.69 2.85  0.06
H 4.17 1.60 2.20  -0.06
H 1.11 -0.09 0.94  0.08
H 1.48 1.60 -0.23  0.12
H 0.18 2.27 0.62  0.10
H -1.14 1.38 -1.82  0.09
H 0.52 1.79 -2.24  0.10
H 0.40 3.88 -3.19  0.15
H -1.21 3.08 -3.30  0.10
H 1.07 -2.78 -0.81  0.09
H 1.84 -1.82 0.29  0.07
H 2.47 0.54 -2.51  0.09
H 2.92 -1.12 -2.20  0.10
H 2.32 -0.18 -0.84  0.04
H -0.54 -3.86 1.66  0.09
H -2.22 -3.76 1.29  0.09
H -1.76 -4.68 -1.07  0.10
H 0.71 -4.87 0.33  0.06
H -2.46 0.35 -0.69  -0.04
H -4.14 0.47 -0.15  0.04
H -3.69 -0.36 -1.73  0.00
H -5.35 -1.69 1.24  0.06
H -4.24 -0.96 2.43  0.01
H -4.29 -2.71 2.22  0.03
H -4.85 -2.62 -1.17  0.06
H -3.36 -3.42 -1.72  -0.02
H -4.16 -3.94 -0.22  0.05
N -2.38 2.76 7.50  -0.65
O -3.51 2.48 7.04  -0.10
O -2.28 3.44 8.53  -0.06
O -1.35 2.36 6.90  -0.11
Cl 7.33 0.08 4.41  0.22
Ca -1.62 -0.11 -4.89  0.76
C 0.16 -3.36 -10.40  -0.10
C -0.26 -2.39 -9.50  -0.10
C 0.36 -2.27 -8.26  -0.11
C 1.40 -3.12 -7.92  -0.10
C 1.83 -4.09 -8.82  -0.10
C 1.20 -4.21 -10.06  -0.10
H -0.32 -3.45 -11.36  0.10
H -1.07 -1.72 -9.76  0.10
H 0.02 -1.52 -7.55  0.03
H 1.88 -3.03 -6.96  0.09
H 2.64 -4.75 -8.56  0.10
H 1.53 -4.97 -10.76  0.10
F -0.49 8.10 -1.46  -0.70
Cl 4.28 -0.07 1.82  0.17



No. 2
ORCA calculation (ωB97M-V with the def2-TZVPD basis set) on 22 unconnected molecules or ions with the total composition C34H45Cl63F9N3O6PS2 at a distorted geometry.

Summary:
Net charge ... +1
HOMO-LUMO gap ... 5.94 eV
M ... 3091.4 g mol⁻¹
Multiplicity ... 1

Last column: Löwdin charge in e.
Element x y z (Å)
C 6.79 -0.61 -1.08  -0.10
C 5.77 0.54 -0.40  -0.19
O 4.36 0.17 -0.61  -0.19
N 3.64 1.22 -1.06  -0.01
C 2.83 1.84 0.09  -0.11
N 3.40 1.97 1.36  0.13
N 1.44 2.32 -0.25  -0.04
C 0.35 1.32 0.07  -0.12
C 0.87 -0.06 0.77  -0.07
C -0.36 -1.13 1.14  -0.21
F -1.15 -0.50 2.20  0.03
F 0.37 -2.27 1.82  -0.05
C -1.11 -1.78 -0.13  -0.22
F -1.09 -3.28 0.03  0.00
F -0.26 -1.52 -1.35  -0.04
S -2.84 -1.29 -0.52  1.08
F -3.49 -1.73 1.00  -0.17
F -3.11 -2.91 -1.11  -0.19
F -2.31 -0.90 -2.14  -0.21
F -2.66 0.36 -0.13  -0.17
F -4.44 -0.92 -1.03  -0.19
C 1.41 2.84 -1.66  -0.56
C -0.03 3.46 -2.17  -0.18
S -1.02 4.38 -0.88  0.80
O -2.28 3.49 -0.57  -0.43
O -1.57 5.72 -1.42  -0.51
P 2.66 4.33 -1.73  0.95
C 3.06 4.70 -3.60  -0.26
O 1.97 5.77 -1.05  -0.41
O 1.86 1.92 -2.71  -0.08
C 2.76 0.87 -2.24  -0.20
C 3.65 0.24 -3.51  -0.03
C 3.02 -1.27 -3.86  -0.21
O 1.60 -1.04 -4.26  -0.14
H 7.20 -0.13 -2.09  0.10
H 6.16 -1.58 -1.29  0.01
H 7.67 -0.88 -0.33  0.01
H 5.99 0.58 0.76  0.11
H 6.01 1.61 -0.86  0.15
H 3.25 1.28 2.14  0.14
H 4.04 2.79 1.52  0.00
H -0.29 1.00 -0.88  0.15
H -0.38 1.84 0.85  0.15
H 1.39 0.17 1.82  0.15
H 1.64 -0.69 0.15  0.04
H -0.68 2.54 -2.57  0.15
H 0.10 4.17 -3.11  0.09
H -0.30 4.48 0.33  0.09
H 4.13 4.21 -3.79  0.07
H 3.20 5.87 -3.73  0.08
H 2.27 4.23 -4.33  -0.02
H 1.77 5.69 -0.07  0.05
H 2.07 -0.03 -1.89  0.16
H 4.77 0.04 -3.22  0.12
H 3.51 0.88 -4.48  0.14
H 3.64 -1.85 -4.66  0.14
H 2.95 -1.91 -2.86  0.06
H 1.05 -1.88 -4.06  0.12
C -4.85 6.06 -2.08  -1.51
Cl -4.10 7.58 -1.56  0.55
Cl -5.72 5.30 -0.73  0.53
Cl -5.94 6.35 -3.44  0.53
H -4.06 5.38 -2.41  0.00
C 5.87 5.64 1.17  -1.50
Cl 4.45 5.98 0.17  0.58
Cl 5.61 4.18 2.14  0.58
Cl 7.32 5.47 0.17  0.55
H 6.02 6.48 1.85  -0.11
C 10.15 -1.63 1.79  -1.54
Cl 8.78 -0.51 1.86  0.52
Cl 10.45 -2.35 3.38  0.53
Cl 9.86 -2.89 0.58  0.54
H 11.04 -1.07 1.50  -0.11
C -0.24 6.79 -5.54  -1.48
Cl 0.71 8.26 -5.83  0.53
Cl 0.74 5.35 -5.88  0.56
Cl -0.83 6.75 -3.87  0.57
H -1.10 6.79 -6.21  0.03
C -7.32 -0.32 -2.54  -1.55
Cl -6.09 -0.34 -3.82  0.53
Cl -7.30 1.23 -1.69  0.51
Cl -8.93 -0.63 -3.23  0.53
H -7.09 -1.11 -1.83  -0.01
C 3.77 -3.49 0.01  -1.43
Cl 4.67 -3.58 -1.51  0.59
Cl 4.60 -2.43 1.16  0.59
Cl 2.12 -2.91 -0.28  0.67
H 3.71 -4.49 0.45  0.03
C -6.63 -1.94 3.17  -1.52
Cl -6.28 -3.66 2.90  0.51
Cl -7.98 -1.42 2.15  0.54
Cl -6.99 -1.64 4.88  0.53
H -5.75 -1.36 2.90  0.01
C -9.71 -4.06 0.05  -1.55
Cl -11.13 -3.72 -0.96  0.52
Cl -9.97 -5.52 1.02  0.52
Cl -8.26 -4.23 -0.96  0.50
H -9.56 -3.22 0.73  -0.04
C -4.07 -5.99 5.21  -1.54
Cl -5.40 -6.67 4.25  0.50
Cl -4.69 -5.21 6.67  0.52
Cl -2.91 -7.26 5.63  0.52
H -3.56 -5.24 4.60  0.01
C 8.73 1.07 5.89  -1.52
Cl 7.64 1.36 4.52  0.47
Cl 8.73 -0.65 6.33  0.49
Cl 10.37 1.61 5.50  0.53
H 8.37 1.65 6.74  0.02
C 6.63 -4.10 7.89  -1.53
Cl 5.54 -3.82 6.52  0.51
Cl 6.63 -5.82 8.33  0.53
Cl 8.27 -3.56 7.50  0.49
H 6.27 -3.53 8.75  0.02
C -8.23 5.02 2.16  -1.55
Cl -9.61 6.13 2.23  0.53
Cl -7.93 4.30 3.75  0.52
Cl -8.52 3.75 0.95  0.49
H -7.34 5.58 1.86  -0.01
C -3.77 -11.18 6.21  -1.54
Cl -5.10 -11.85 5.25  0.54
Cl -4.39 -10.39 7.67  0.52
Cl -2.61 -12.45 6.63  0.52
H -3.26 -10.43 5.60  -0.01
C -2.10 10.55 -2.57  -1.54
Cl -2.42 12.03 -1.64  0.53
Cl -2.34 10.85 -4.30  0.52
Cl -0.46 9.96 -2.25  0.50
H -2.81 9.79 -2.25  -0.05
C -5.61 -14.57 2.55  -1.53
Cl -7.03 -14.23 1.54  0.54
Cl -5.87 -16.03 3.52  0.53
Cl -4.16 -14.74 1.54  0.51
H -5.46 -13.73 3.23  -0.04
C -5.01 10.58 -7.05  -1.57
Cl -6.43 10.92 -8.05  0.51
Cl -5.27 9.12 -6.08  0.47
Cl -3.56 10.41 -8.05  0.52
H -4.86 11.42 -6.36  0.00
C -8.04 -14.74 -1.99  -1.54
Cl -9.66 -14.96 -2.66  0.52
Cl -7.01 -16.13 -2.37  0.52
Cl -7.31 -13.24 -2.60  0.50
H -8.12 -14.66 -0.90  -0.04
C 14.57 -2.04 1.06  -1.50
Cl 13.19 -0.92 1.14  0.58
Cl 14.87 -2.76 2.65  0.53
Cl 14.28 -3.30 -0.15  0.53
H 15.46 -1.47 0.77  0.02
C 7.33 9.12 3.86  -1.51
Cl 6.00 8.44 2.91  0.58
Cl 6.71 9.91 5.32  0.54
Cl 8.49 7.85 4.29  0.53
H 7.84 9.87 3.26  0.02
C -7.81 11.12 -3.37  -1.51
Cl -8.39 12.60 -2.58  0.53
Cl -7.52 11.41 -5.09  0.52
Cl -6.34 10.53 -2.58  0.50
H -8.59 10.36 -3.27  0.02
C -2.29 -13.19 -2.07  -1.53
Cl -1.78 -11.98 -3.26  0.51
Cl -1.57 -12.86 -0.49  0.50
Cl -4.06 -13.23 -1.95  0.48
H -1.95 -14.17 -2.41  0.02



No. 3
ORCA calculation (ωB97M-V with the def2-TZVPD basis set) on a molecular structure, C34H45GeN3O8PS4SeV at a distorted geometry.

Summary:
Net charge ... -1
<S²> ... 0.7641
HOMO-LUMO gap (alpha / beta) ... 6.51 / 7.18 eV
M ... 985.5 g mol⁻¹
ΔE to the lowest compared entry with this formula, charge and spin ... 0.7684 eV
Multiplicity ... 2

Last column: Löwdin charge in e.
Element x y z (Å)
V -0.67 0.66 -0.02  0.72
C 1.03 4.03 2.34  -0.02
C -0.41 3.75 2.03  -0.30
N -1.04 2.96 2.79  0.07
N -2.38 2.79 2.53  -0.05
C -2.79 1.61 2.27  -1.02
S -1.81 0.16 2.03  0.68
S -4.56 1.39 2.26  0.88
C -4.78 0.72 0.57  -0.43
C -5.85 -0.33 0.55  -0.30
C -5.51 -1.67 0.69  -0.03
C -6.50 -2.65 0.68  -0.08
C -7.83 -2.30 0.54  -0.11
C -8.18 -0.96 0.40  -0.10
C -7.19 0.01 0.40  -0.06
C -0.99 4.39 0.81  -0.12
C -1.07 5.77 0.67  -0.03
C -1.60 6.34 -0.48  -0.09
C -2.03 5.52 -1.52  -0.08
C -1.94 4.15 -1.41  -0.01
C -1.42 3.59 -0.25  -0.31
O -1.28 2.27 -0.13  -0.25
H 1.30 3.57 3.29  0.08
H 1.22 5.10 2.37  0.08
H 1.65 3.60 1.55  0.04
H -3.83 0.29 0.26  0.03
H -5.03 1.55 -0.09  0.08
H -4.47 -1.94 0.80  0.11
H -6.22 -3.69 0.78  0.10
H -8.60 -3.06 0.53  0.09
H -9.22 -0.68 0.29  0.09
H -7.46 1.06 0.29  0.11
H -0.73 6.41 1.48  0.11
H -1.66 7.41 -0.57  0.09
H -2.43 5.97 -2.42  0.10
H -2.24 3.49 -2.22  0.12
O 2.36 -4.51 -0.91  0.08
C 1.67 -3.40 -0.57  -0.28
C 2.25 -2.36 0.15  0.08
C 1.46 -1.28 0.45  -0.20
N 0.20 -1.22 0.08  0.00
C -0.35 -2.18 -0.66  -0.17
C 0.35 -3.31 -1.01  0.10
C -1.72 -1.77 -1.17  -0.56
O -2.45 -2.56 -1.72  0.10
O -1.96 -0.51 -0.94  -0.19
C 1.93 0.04 1.04  -0.57
O 3.04 0.16 1.51  0.09
O 1.02 0.96 0.92  -0.15
H 3.24 -4.48 -0.52  0.11
H 3.29 -2.37 0.46  0.13
H -0.11 -4.08 -1.62  0.14
C 1.23 3.40 -6.12  -0.05
C 0.15 2.81 -5.22  -0.44
C -0.11 1.35 -5.51  -0.07
O 0.44 3.11 -3.84  -0.32
P 1.38 2.36 -2.79  -0.07
S 1.84 3.61 -1.38  0.35
S 0.52 0.60 -2.24  0.50
O 2.59 1.95 -3.77  -0.33
C 3.73 1.10 -3.49  -0.45
C 3.46 -0.30 -4.01  -0.07
C 4.17 1.09 -2.04  -0.08
H 0.91 3.35 -7.16  0.08
H 2.17 2.85 -6.02  0.07
H 1.42 4.44 -5.86  0.08
H -0.77 3.37 -5.40  0.14
H 0.81 0.76 -5.41  0.06
H -0.47 1.25 -6.53  0.08
H -0.85 0.94 -4.83  0.06
H 4.53 1.54 -4.09  0.14
H 2.68 -0.79 -3.42  0.04
H 4.37 -0.90 -3.96  0.08
H 3.13 -0.26 -5.05  0.07
H 3.41 0.65 -1.39  0.05
H 4.36 2.10 -1.68  0.06
H 5.09 0.50 -1.95  0.08
C 2.76 -5.14 2.78  -0.21
Ge 3.25 -3.89 4.22  0.74
C 4.21 -4.92 5.59  -0.23
C 4.40 -2.47 3.53  -0.21
C 1.65 -3.12 5.06  -0.63
Se 0.63 -1.86 3.95  0.87
C -0.53 -3.15 3.08  -0.41
H 3.64 -5.35 2.18  0.02
H 1.99 -4.72 2.14  -0.01
H 2.40 -6.08 3.19  0.02
H 5.12 -5.36 5.18  0.01
H 3.59 -5.73 5.97  0.01
H 4.49 -4.28 6.43  0.01
H 5.16 -2.89 2.87  0.02
H 4.91 -1.97 4.35  0.02
H 3.83 -1.73 2.97  -0.01
H 1.95 -2.55 5.94  0.00
H 0.96 -3.89 5.40  0.01
H 0.02 -3.76 2.36  0.00
H -1.30 -2.58 2.57  -0.03
H -1.00 -3.79 3.82  0.02



No. 4
ORCA calculation (ωB97M-V with the def2-TZVPD basis set) on 10 unconnected molecules or ions with the total composition C34H46Cl12O14 at a distorted geometry.

Summary:
Structure (SMILES) ... O=C1C=C(O)C(=O)C=C1O.O=C1C=C(O)C(=O)C=C1O.O=C1C=C(O)C(=O)C=C1O.COCCOC.ClCCCl.ClCCCl.ClCCCl.ClCCCl.ClCCCl.ClCCCl
HOMO-LUMO gap ... 7.02 eV
M ... 1104.2 g mol⁻¹
Multiplicity ... 1

Last column: Löwdin charge in e.
Element x y z (Å)
O 3.95 1.68 1.05  0.10
C 3.78 2.89 1.16  -0.33
C 2.54 3.59 0.88  0.06
C 2.33 4.95 0.98  -0.17
O 1.18 5.62 0.70  0.04
C 3.41 5.89 1.54  -0.26
O 3.24 7.07 1.95  0.08
C 4.72 5.20 1.59  0.08
C 4.83 3.85 1.55  -0.20
O 6.06 3.29 1.83  0.09
H 1.66 2.98 0.73  0.11
H 1.38 6.55 0.60  0.11
H 5.49 5.81 2.06  0.13
H 5.91 2.36 1.98  0.10
O -5.26 -4.52 7.07  0.09
C -4.43 -4.05 6.27  -0.28
C -3.42 -4.90 5.59  0.07
C -2.42 -4.47 4.78  -0.20
O -1.90 -5.35 3.87  0.06
C -2.17 -3.03 4.60  -0.37
O -1.43 -2.69 3.71  0.08
C -3.05 -2.11 5.28  0.06
C -4.04 -2.58 6.09  -0.17
O -4.99 -1.80 6.71  0.07
H -3.49 -5.98 5.57  0.13
H -1.28 -4.90 3.30  0.02
H -3.02 -1.04 5.10  0.12
H -5.78 -2.34 6.83  0.10
O 3.87 4.57 -2.01  0.11
C 3.22 3.83 -2.73  -0.34
C 3.00 2.44 -2.58  0.05
C 2.16 1.64 -3.28  -0.21
O 2.23 0.33 -3.06  0.09
C 1.34 2.13 -4.43  -0.31
O 0.57 1.44 -5.08  0.13
C 1.69 3.47 -4.66  0.05
C 2.52 4.32 -3.98  -0.17
O 2.79 5.62 -4.32  0.09
H 3.66 2.03 -1.83  0.13
H 1.73 -0.11 -3.75  0.05
H 1.21 4.01 -5.46  0.14
H 3.13 6.16 -3.60  0.11
C 0.02 -1.66 -5.34  -0.10
O 1.07 -1.48 -4.41  -0.22
C 2.33 -2.13 -4.86  -0.13
C 2.44 -3.67 -4.76  -0.19
O 2.40 -4.23 -3.44  -0.17
C 1.19 -3.99 -2.71  -0.09
H 0.12 -1.62 -6.43  0.10
H -0.72 -0.89 -5.10  0.07
H -0.45 -2.65 -5.29  0.08
H 3.09 -1.71 -4.20  0.12
H 2.71 -1.93 -5.86  0.13
H 3.46 -3.89 -5.09  0.13
H 1.79 -4.17 -5.47  0.12
H 1.32 -4.52 -1.77  0.05
H 0.28 -4.27 -3.24  0.10
H 1.13 -3.00 -2.26  0.06
Cl -5.80 -0.98 -4.79  0.54
C -4.94 -1.07 -3.20  -0.62
C -3.47 -0.59 -3.37  -0.65
Cl -2.59 -0.59 -1.84  0.58
H -4.93 -2.10 -2.83  0.07
H -5.44 -0.46 -2.46  0.04
H -3.36 0.42 -3.76  0.06
H -2.97 -1.25 -4.08  0.05
Cl 0.31 -0.86 5.77  0.57
C 1.09 0.35 4.69  -0.61
C 2.46 -0.11 4.08  -0.62
Cl 2.27 -1.71 3.42  0.63
H 1.37 1.18 5.34  0.07
H 0.37 0.63 3.93  0.02
H 3.24 -0.18 4.83  0.07
H 2.80 0.62 3.34  0.06
Cl -0.60 5.73 -1.79  0.60
C -1.77 5.24 -0.59  -0.69
C -2.01 3.70 -0.65  -0.61
Cl -3.08 3.54 -2.12  0.51
H -2.69 5.80 -0.71  0.06
H -1.27 5.41 0.36  0.05
H -2.50 3.37 0.26  0.04
H -1.06 3.19 -0.83  0.05
Cl -0.41 -5.50 0.99  0.59
C 1.28 -4.93 0.74  -0.63
C 2.06 -4.64 2.04  -0.69
Cl 2.01 -5.97 3.22  0.56
H 1.12 -3.97 0.24  0.01
H 1.76 -5.70 0.14  0.07
H 1.52 -3.73 2.33  -0.02
H 3.05 -4.22 1.89  0.07
Cl -4.96 0.65 3.02  0.58
C -4.75 0.93 1.30  -0.71
C -5.39 -0.17 0.48  -0.58
Cl -4.35 -1.70 0.56  0.48
H -3.69 1.04 1.05  -0.01
H -5.19 1.89 1.05  0.08
H -5.14 0.17 -0.52  0.02
H -6.43 -0.45 0.64  0.08
Cl -1.12 1.11 1.62  0.59
C -0.33 -0.40 0.94  -0.55
C 1.00 0.07 0.37  -0.68
Cl 2.02 -1.33 0.05  0.64
H -1.01 -0.81 0.20  0.01
H -0.15 -1.03 1.81  0.04
H 1.61 0.71 1.00  0.02
H 1.00 0.66 -0.55  0.06